The following is a DFT calculation (the ωB97M-V functional and the def2-TZVPD basis) of a molecular structure, C35H43IrN4OS2Si in a non-equilibrium geometry.

Summary:
Energy above the lowest of the compared OMol25 structures with the same formula, charge and spin ... 34.1 kJ/mol
LUMO energy ... 0.018 Ha
Total charge ... 0

The geometry in XYZ format:
```
87
Properties=species:S:1:pos:R:3:lowdin_charge:R:1
Ir -1.658 1.461 0.663 0.81
C -2.108 3.182 0.996 -0.30
H -2.881 3.761 1.512 -0.04
H -1.310 3.818 0.554 -0.02
C 1.953 -1.384 5.680 -0.11
C 1.767 -0.080 6.449 -0.25
C 2.174 1.188 5.691 -0.20
C 1.334 1.498 4.454 -0.21
N 1.690 0.631 3.342 0.02
C 0.859 0.176 2.395 -0.72
S -0.863 0.444 2.539 0.61
N 1.327 -0.544 1.398 0.02
C 2.728 -0.795 1.111 -0.17
C 3.269 -2.042 1.820 -0.19
C 3.008 -3.335 1.049 -0.25
C 1.533 -3.632 0.815 -0.09
H 1.761 -2.241 6.326 0.07
H 2.974 -1.479 5.304 0.07
H 1.277 -1.458 4.830 0.06
H 2.352 -0.124 7.372 0.10
H 0.724 0.016 6.761 0.11
H 3.234 1.143 5.415 0.11
H 2.085 2.042 6.366 0.11
H 1.476 2.541 4.149 0.12
H 0.275 1.367 4.659 0.08
H 2.675 0.442 3.230 0.13
H 0.657 -0.684 0.630 0.08
H 3.318 0.098 1.343 0.12
H 2.805 -0.908 0.031 0.11
H 2.817 -2.104 2.814 0.10
H 4.346 -1.925 1.972 0.11
H 3.468 -4.166 1.590 0.10
H 3.519 -3.275 0.084 0.10
H 0.961 -3.572 1.742 0.08
H 1.401 -4.631 0.399 0.07
H 1.088 -2.934 0.105 0.06
O -0.475 -0.134 -0.743 -0.46
Si 0.301 0.048 -2.131 0.47
C -0.861 0.619 -3.503 -0.21
C -1.939 1.448 -3.192 -0.09
C -2.786 1.930 -4.178 -0.08
C -2.566 1.591 -5.505 -0.09
C -1.501 0.767 -5.837 -0.09
C -0.663 0.287 -4.842 -0.10
C 1.688 1.321 -1.908 -0.21
C 2.677 1.570 -2.858 -0.10
C 3.661 2.522 -2.649 -0.09
C 3.672 3.265 -1.478 -0.09
C 2.686 3.050 -0.525 -0.09
C 1.712 2.088 -0.744 -0.11
C 1.060 -1.596 -2.684 -0.22
C 0.183 -2.642 -2.977 -0.10
C 0.642 -3.905 -3.311 -0.08
C 2.007 -4.149 -3.369 -0.09
C 2.897 -3.124 -3.096 -0.09
C 2.423 -1.864 -2.758 -0.11
H -2.129 1.715 -2.156 0.07
H -3.619 2.567 -3.910 0.10
H -3.225 1.966 -6.279 0.10
H -1.328 0.493 -6.870 0.10
H 0.157 -0.369 -5.117 0.10
H 2.679 1.015 -3.790 0.10
H 4.419 2.690 -3.404 0.10
H 4.437 4.013 -1.314 0.10
H 2.672 3.638 0.385 0.10
H 0.947 1.927 0.012 0.05
H -0.887 -2.460 -2.962 0.09
H -0.061 -4.697 -3.536 0.10
H 2.372 -5.134 -3.629 0.10
H 3.964 -3.303 -3.148 0.10
H 3.138 -1.077 -2.543 0.09
N -2.603 -1.400 -0.827 0.12
C -3.650 -0.623 -0.566 -0.68
N -3.575 0.526 0.082 -0.05
C -4.857 1.060 0.277 -0.28
C -5.179 2.221 0.968 -0.02
C -6.504 2.600 1.079 -0.08
C -7.523 1.837 0.521 -0.10
C -7.228 0.667 -0.153 -0.10
C -5.900 0.290 -0.263 -0.48
S -5.257 -1.136 -1.025 1.09
H -1.654 -0.939 -0.770 -0.01
H -2.742 -2.189 -1.434 0.09
H -4.395 2.796 1.410 0.05
H -6.753 3.505 1.616 0.10
H -8.552 2.155 0.619 0.10
H -8.015 0.060 -0.580 0.11
```

---

The following is a DFT calculation (the ωB97M-V functional and the def2-TZVPD basis) of a molecular structure, C35H43N2O3SbSeY.

Summary:
Energy above the lowest of the compared OMol25 structures with the same formula, charge and spin ... 56.1 kJ/mol
LUMO energy ... -0.313 Ha
Total charge ... +3

The geometry in XYZ format:
```
86
Properties=species:S:1:pos:R:3:lowdin_charge:R:1
Y 0.121 -2.157 0.547 1.30
C 0.167 -2.987 3.814 -0.01
O -0.480 -3.170 2.513 -0.37
C -1.835 -3.701 2.640 -0.11
C -2.175 -4.411 1.351 -0.10
O -1.674 -3.584 0.278 -0.28
C -2.115 -3.860 -1.069 -0.10
C -0.886 -4.102 -1.901 -0.11
O 0.090 -3.081 -1.556 -0.37
C 1.204 -3.073 -2.488 -0.02
H -0.481 -2.398 4.461 0.10
H 1.107 -2.464 3.648 0.07
H 0.354 -3.967 4.245 0.12
H -2.505 -2.863 2.850 0.14
H -1.864 -4.401 3.475 0.15
H -3.255 -4.524 1.257 0.16
H -1.693 -5.387 1.285 0.15
H -2.676 -2.991 -1.413 0.11
H -2.761 -4.738 -1.079 0.16
H -1.122 -4.016 -2.962 0.15
H -0.431 -5.075 -1.703 0.15
H 1.657 -4.063 -2.518 0.12
H 1.927 -2.344 -2.128 0.08
H 0.840 -2.783 -3.473 0.11
C 5.778 -1.489 -0.220 0.02
N 4.779 -0.424 -0.279 -0.05
C 3.547 -0.429 0.224 -0.66
Se 2.771 -1.844 1.195 0.71
N 2.970 0.762 -0.015 0.13
C 3.868 1.584 -0.692 -0.15
C 3.772 2.891 -1.151 0.01
C 4.889 3.393 -1.787 -0.03
C 6.055 2.628 -1.958 -0.03
C 6.148 1.330 -1.499 0.02
C 5.021 0.825 -0.860 -0.14
H 5.329 -2.382 0.205 0.06
H 6.609 -1.165 0.402 0.12
H 6.129 -1.699 -1.228 0.11
H 2.062 1.034 0.340 0.06
H 2.879 3.486 -1.013 0.08
H 4.873 4.407 -2.161 0.12
H 6.903 3.073 -2.459 0.13
H 7.051 0.749 -1.625 0.13
C -1.318 3.443 -1.790 -0.04
C -0.236 3.556 -0.750 -0.29
C 0.538 4.721 -0.750 -0.02
C 1.559 4.927 0.160 -0.06
C 1.846 3.961 1.118 -0.07
C 1.098 2.798 1.140 -0.19
C 0.061 2.593 0.217 -0.33
Sb -0.913 0.745 0.570 1.55
C -2.107 0.000 -1.033 -0.37
C -3.437 -0.357 -0.813 -0.11
C -4.191 -0.917 -1.837 -0.06
C -3.603 -1.154 -3.071 -0.05
C -2.271 -0.821 -3.287 -0.03
C -1.509 -0.229 -2.284 -0.33
C -0.098 0.211 -2.564 -0.05
C -2.240 0.947 2.193 -0.34
C -2.027 0.077 3.259 -0.17
C -2.847 0.103 4.376 -0.07
C -3.887 1.019 4.421 -0.03
C -4.084 1.907 3.372 -0.01
C -3.266 1.900 2.245 -0.29
C -3.464 2.926 1.168 -0.03
H -1.905 4.360 -1.825 0.11
H -2.003 2.622 -1.613 0.05
H -0.881 3.310 -2.782 0.10
H 0.317 5.487 -1.483 0.14
H 2.125 5.849 0.134 0.13
H 2.625 4.125 1.850 0.13
H 1.296 2.062 1.917 0.10
H -3.900 -0.170 0.150 0.11
H -5.233 -1.161 -1.673 0.12
H -4.189 -1.577 -3.877 0.13
H -1.835 -0.973 -4.268 0.13
H 0.168 0.056 -3.609 0.10
H 0.638 -0.340 -1.966 0.04
H 0.043 1.270 -2.349 0.06
H -1.184 -0.606 3.236 0.05
H -2.672 -0.561 5.213 0.11
H -4.534 1.062 5.287 0.13
H -4.883 2.634 3.436 0.13
H -4.367 3.508 1.342 0.10
H -3.555 2.473 0.181 0.07
H -2.622 3.622 1.142 0.09
```

---

The following is a DFT calculation (the ωB97M-V functional and the def2-TZVPD basis) of a molecular structure, C35H44As2ClFeN6O14 in a non-equilibrium geometry.

Summary:
Energy above the lowest of the compared OMol25 structures with the same formula, charge and spin ... 0.0 kJ/mol
Multiplicity ... 5
LUMO energy (spin up / spin down) ... 0.071 / 0.070 Ha
Total charge ... -1
<S²> ... 6.007

The geometry in XYZ format:
```
103
Properties=species:S:1:pos:R:3:lowdin_charge:R:1
Fe 0.344 1.325 0.793 0.87
N 1.069 -1.661 -1.752 0.00
C 2.270 -1.169 -2.427 -0.25
C 3.338 -0.569 -1.506 -0.09
C 3.011 0.814 -0.946 -0.63
O 3.893 1.671 -0.944 0.01
O 1.816 1.025 -0.510 -0.13
H 0.847 -0.969 -1.042 0.00
H 1.313 -2.476 -1.198 0.09
H 1.973 -0.420 -3.168 0.10
H 2.709 -2.006 -2.978 0.10
H 4.287 -0.469 -2.034 0.11
H 3.486 -1.233 -0.648 0.12
O -1.787 4.761 0.117 0.04
C -1.499 3.683 0.623 -0.61
O -0.339 3.267 0.941 -0.12
C -2.623 2.709 0.948 -0.17
C -3.962 3.146 0.802 0.01
C -4.967 2.285 1.112 -0.01
C -4.644 1.001 1.617 -0.17
C -5.631 0.062 1.992 -0.04
C -5.270 -1.152 2.503 -0.08
C -3.904 -1.471 2.668 -0.07
C -2.927 -0.588 2.303 -0.02
C -3.276 0.667 1.753 -0.23
N -2.283 1.522 1.375 0.16
H -4.128 4.147 0.434 0.11
H -6.010 2.557 0.989 0.12
H -6.675 0.330 1.872 0.11
H -6.024 -1.876 2.785 0.10
H -3.647 -2.434 3.090 0.10
H -1.870 -0.797 2.430 0.08
C 2.568 3.567 1.526 -0.15
N 3.487 4.291 2.414 -0.08
C 4.636 3.428 2.691 -0.17
N 4.237 2.163 3.319 -0.08
C 3.309 1.481 2.412 -0.14
N 2.113 2.299 2.142 -0.11
C 1.460 2.614 3.426 -0.17
N 2.357 3.324 4.342 -0.09
C 2.796 4.556 3.675 -0.18
C 3.534 2.479 4.561 -0.18
H 3.078 3.323 0.593 0.11
H 1.698 4.186 1.322 0.11
H 5.317 3.953 3.367 0.12
H 5.152 3.212 1.755 0.13
H 3.009 0.529 2.850 0.11
H 3.819 1.292 1.470 0.12
H 1.133 1.683 3.891 0.11
H 0.588 3.237 3.221 0.12
H 3.469 5.099 4.344 0.12
H 1.919 5.174 3.473 0.13
H 3.214 1.548 5.036 0.12
H 4.222 2.999 5.233 0.12
Cl 1.786 -2.935 4.505 0.56
C 1.058 -1.355 4.115 -0.50
C 1.107 -0.985 2.618 -0.76
O 1.982 -1.441 1.900 0.01
O 0.221 -0.105 2.344 -0.15
H 1.625 -0.608 4.669 0.06
H 0.032 -1.349 4.469 0.07
C -0.753 -3.818 2.016 -0.03
O -0.884 -3.081 0.800 -0.06
C -1.896 -3.383 -0.020 -0.56
O -2.802 -4.132 0.241 0.11
C -1.722 -2.661 -1.321 -0.29
C -1.520 -3.362 -2.432 -0.32
As -1.544 -2.711 -4.267 1.33
C 0.205 -3.414 -4.822 -0.27
C -0.946 -0.884 -3.945 -0.32
C -1.125 -0.128 -2.864 -0.29
As -1.656 -0.715 -1.073 1.35
C -3.580 -0.395 -1.418 -0.24
C -0.923 1.349 -3.018 -0.51
O -1.172 1.953 -4.032 0.12
O -0.469 1.946 -1.909 -0.10
C -0.066 3.323 -2.096 -0.01
C -0.392 -0.342 -5.225 -0.58
O -0.925 -0.511 -6.296 0.08
O 0.813 0.212 -5.074 -0.06
C 1.350 0.828 -6.245 -0.03
C -1.376 -4.846 -2.433 -0.54
O -1.755 -5.545 -3.344 0.07
O -0.705 -5.321 -1.380 -0.04
C -0.572 -6.741 -1.331 -0.03
H -0.810 -3.121 2.850 0.07
H 0.228 -4.284 2.009 0.09
H -1.538 -4.567 2.096 0.09
H 0.112 -4.487 -4.975 0.02
H 0.959 -3.201 -4.065 0.02
H 0.478 -2.945 -5.767 0.02
H -4.181 -0.870 -0.643 0.02
H -3.850 -0.800 -2.391 0.03
H -3.766 0.679 -1.398 0.03
H 0.445 3.612 -1.186 0.08
H -0.941 3.948 -2.258 0.10
H 0.600 3.389 -2.953 0.10
H 2.258 1.329 -5.925 0.10
H 0.636 1.546 -6.648 0.10
H 1.572 0.079 -7.005 0.09
H -0.022 -6.954 -0.419 0.09
H -0.025 -7.102 -2.201 0.09
H -1.553 -7.213 -1.306 0.10
```

---

> Which value of energy above the lowest of the compared OMol25 structures with the same formula, charge and spin does entry 1 give?

34.1 kJ/mol